## i
Entry from the Open Molecules 2025 dataset: C4H9NO in the gas phase (the ωB97M-V functional and the def2-TZVPD basis).

Results
HOMO energy: -9.4 eV
E_LUMO: 0.88 eV
SMILES: CCN(C)C=O
net charge: 0
gap between HOMO and LUMO: 10.228 eV

Geometry as XYZ:
```
15
C4H9NO (the ωB97M-V functional and the def2-TZVPD basis)
C 1.89945 0.15293 0.04150
C 0.60325 0.13776 -0.76208
N -0.59918 0.04628 0.06012
C -1.44948 -1.12175 -0.04211
C -0.96545 1.12200 0.80168
O -0.35553 2.17465 0.85366
H 2.75492 0.20021 -0.64082
H 2.00398 -0.74612 0.65723
H 1.92470 1.03042 0.69150
H 0.58762 -0.71675 -1.44540
H 0.54078 1.04789 -1.36910
H -1.01769 -1.99037 0.46965
H -1.60683 -1.38320 -1.09454
H -2.42398 -0.90615 0.40564
H -1.89656 0.95221 1.37306
```

Atomic partial charges in e from the Mulliken method, atoms 1 to 8:
1. C -1.025
2. C -0.559
3. N 0.154
4. C -0.922
5. C 0.106
6. O -0.575
7. H 0.328
8. H 0.287

***

## ii
Entry from the Open Molecules 2025 dataset: C4H9NO in the gas phase (the ωB97M-V functional and the def2-TZVPD basis).

Results
HOMO energy: -7.8 eV
E_LUMO: 0.73 eV
net charge: 0
gap between HOMO and LUMO: 8.497 eV

Geometry as XYZ:
```
15
C4H9NO (the ωB97M-V functional and the def2-TZVPD basis)
C 0.89650 1.38707 0.74088
C 0.19010 0.04296 0.82445
O -0.39285 0.00660 2.12855
C -0.89076 -0.12619 -0.20791
C 0.19695 -0.81448 -1.82037
N -0.91997 -1.12938 -1.10750
H 1.60759 1.49944 1.56491
H 1.42214 1.47474 -0.21326
H 0.15780 2.19328 0.81234
H 0.92343 -0.77079 0.69252
H -0.82651 -0.85025 2.22653
H -1.77643 0.50079 -0.06142
H 0.94254 -1.57137 -2.05599
H 0.22387 0.13164 -2.34498
H -1.67160 -1.77819 -1.32354
```

Atomic partial charges in e from the Mulliken method, atoms 1 to 8:
1. C -1.239
2. C 0.500
3. O -0.557
4. C -0.543
5. C -0.708
6. N -0.115
7. H 0.321
8. H 0.359

***

Which structure is most stable? i, by 0.1288 hartree over the runner-up.

***

## i
Entry from the Open Molecules 2025 dataset: 2 unconnected molecules or ions with the total composition C4H9NO (the ωB97M-V functional and the def2-TZVPD basis).

Results
HOMO energy: -10.3 eV
E_LUMO: 0.92 eV
SMILES: CCCN=C=O.[H][H]
net charge: 0
gap between HOMO and LUMO: 11.233 eV

Geometry as XYZ:
```
15
C4H9NO (the ωB97M-V functional and the def2-TZVPD basis)
C -1.54338 0.71908 0.20372
C -1.14740 -0.59315 -0.44234
C 0.11296 -1.23520 0.13645
N 1.32166 -0.50336 -0.16045
C 1.81327 0.07469 -1.09056
O 2.35698 0.61739 -1.98136
H -2.44605 1.14381 -0.25495
H -1.72591 0.56787 1.27053
H -0.72783 1.43603 0.10375
H -0.98280 -0.42633 -1.50966
H -1.98316 -1.29141 -0.34865
H 0.22178 -2.26908 -0.21654
H 0.07371 -1.28391 1.22433
H 2.15120 1.19531 1.47634
H 2.50499 1.84828 1.58938
```

Atomic partial charges in e from the Mulliken method, atoms 1 to 8:
1. C -1.082
2. C -0.362
3. C -0.505
4. N -0.368
5. C 0.684
6. O -0.485
7. H 0.322
8. H 0.310

***

## ii
Entry from the Open Molecules 2025 dataset: C4H9NO in the gas phase (the ωB97M-V functional and the def2-TZVPD basis).

Results
HOMO energy: -9.5 eV
E_LUMO: 1.05 eV
SMILES: C/N=C(\C)OC
net charge: 0
gap between HOMO and LUMO: 10.550 eV

Geometry as XYZ:
```
15
C4H9NO (the ωB97M-V functional and the def2-TZVPD basis)
C -0.15906 2.06139 0.08094
N 0.45272 0.77605 -0.19838
C -0.20977 -0.29063 -0.04305
C -1.62901 -0.51230 0.40837
O 0.36154 -1.49947 -0.24795
C 1.76301 -1.52554 -0.46769
H -1.12608 2.20812 -0.42008
H -0.31151 2.21037 1.15887
H 0.51359 2.85335 -0.26224
H -2.11325 0.40373 0.74832
H -2.21918 -0.95793 -0.39854
H -1.60598 -1.23679 1.22677
H 2.00594 -1.29024 -1.50847
H 2.07398 -2.54467 -0.23006
H 2.26443 -0.80340 0.18104
```

Atomic partial charges in e from the Mulliken method, atoms 1 to 8:
1. C -0.912
2. N -0.549
3. C 0.880
4. C -1.025
5. O -0.372
6. C -0.660
7. H 0.304
8. H 0.317

***

## iii
Entry from the Open Molecules 2025 dataset: C4H9NO in the gas phase (the ωB97M-V functional and the def2-TZVPD basis).

Results
HOMO energy: -7.6 eV
E_LUMO: 1.03 eV
SMILES: C/C=C(\N)OC
net charge: 0
gap between HOMO and LUMO: 8.606 eV

Geometry as XYZ:
```
15
C4H9NO (the ωB97M-V functional and the def2-TZVPD basis)
C -0.35502 -1.98516 0.11954
C -0.33544 -0.60390 -0.44682
C 0.62974 0.29832 -0.23271
N 1.92720 -0.04080 0.13665
O 0.36949 1.63907 -0.31941
C -0.93760 1.97653 0.17272
H 0.19700 -2.01597 1.06886
H 0.05107 -2.75546 -0.54575
H -1.39580 -2.24674 0.34589
H -1.18002 -0.26450 -1.03248
H 2.23013 -0.91392 -0.27635
H 2.63706 0.67569 0.10287
H -1.10560 3.01615 -0.09105
H -1.74903 1.38589 -0.26139
H -0.98319 1.83480 1.25942
```

Atomic partial charges in e from the Mulliken method, atoms 1 to 8:
1. C -1.297
2. C -0.252
3. C 0.364
4. N -0.479
5. O -0.406
6. C -0.684
7. H 0.357
8. H 0.285

***

Which structure is most stable? ii, by 0.0097 hartree over the runner-up.

***

## i
Entry from the Open Molecules 2025 dataset: a molecular structure, CH3NSSi (the ωB97M-V functional and the def2-TZVPD basis).

Results
HOMO energy: -9.7 eV
E_LUMO: -1.86 eV
net charge: 0
gap between HOMO and LUMO: 7.804 eV

Geometry as XYZ:
```
7
CH3NSSi (the ωB97M-V functional and the def2-TZVPD basis)
C 0.03145 -0.77087 1.89952
N -0.22804 -1.59218 2.65055
Si 0.08845 -0.24740 0.00795
S 0.48807 1.43666 -2.06864
H -1.47577 -0.39579 -0.19232
H 1.40207 -0.87565 -0.27998
H -0.30622 2.44525 -2.01708
```

Listed below, in e, are the Mulliken charges computed for each atom:
1. C 0.089
2. N -0.340
3. Si 0.484
4. S -0.378
5. H 0.027
6. H -0.001
7. H 0.120

***

## ii
Entry from the Open Molecules 2025 dataset: CH3NSSi in the gas phase (the ωB97M-V functional and the def2-TZVPD basis).

Results
HOMO energy: -9.5 eV
E_LUMO: 0.71 eV
SMILES: [SiH3]N=C=S
net charge: 0
gap between HOMO and LUMO: 10.198 eV

Geometry as XYZ:
```
7
CH3NSSi (the ωB97M-V functional and the def2-TZVPD basis)
Si 1.11082 0.07215 -0.00658
N -0.59146 0.51934 -0.11415
C -1.74515 0.19042 -0.05062
S -3.23775 -0.30653 0.04368
H 1.45770 0.12744 1.41175
H 2.00636 0.75453 -0.91276
H 0.99948 -1.35735 -0.37131
```

Listed below, in e, are the Mulliken charges computed for each atom:
1. Si 0.333
2. N -0.196
3. C 0.437
4. S -0.346
5. H -0.071
6. H -0.074
7. H -0.085

***

Which structure is most stable? ii, by 0.0997 hartree over the runner-up.

***

## i
Entry from the Open Molecules 2025 dataset: C2HNS in the gas phase (the ωB97M-V functional and the def2-TZVPD basis).

Results
HOMO energy: -10.0 eV
E_LUMO: -1.96 eV
SMILES: N#CC=S
net charge: 0
gap between HOMO and LUMO: 8.082 eV

Geometry as XYZ:
```
5
C2HNS (the ωB97M-V functional and the def2-TZVPD basis)
N -2.59116 -0.17564 -0.11588
C -1.35780 -0.06956 0.19863
C 0.09337 0.43689 -0.00162
S 1.61071 -0.15246 -0.01886
H -0.04666 1.46486 -0.06917
```

Listed below, in e, are the Mulliken charges computed for each atom:
1. N -0.371
2. C 0.363
3. C -0.166
4. S -0.130
5. H 0.303

***

## ii
Entry from the Open Molecules 2025 dataset: C2HNS in the gas phase (the ωB97M-V functional and the def2-TZVPD basis).

Results
HOMO energy: -9.9 eV
E_LUMO: -2.27 eV
SMILES: N#CC=S
net charge: 0
gap between HOMO and LUMO: 7.587 eV

Geometry as XYZ:
```
5
C2HNS (the ωB97M-V functional and the def2-TZVPD basis)
N -1.01723 2.21594 0.35950
C -0.72627 1.10927 0.04088
C -0.40823 -0.22638 -0.09136
S 0.94818 -1.24715 -0.15663
H -1.24330 -0.85459 0.29249
```

Listed below, in e, are the Mulliken charges computed for each atom:
1. N -0.306
2. C 0.476
3. C -0.340
4. S -0.094
5. H 0.264

***

Which structure is most stable? ii, by 0.0233 hartree over the runner-up.

***

## i
Entry from the Open Molecules 2025 dataset: 2 unconnected molecules or ions with the total composition C6H16 (the ωB97M-V functional and the def2-TZVPD basis).

Results
HOMO energy: -11.3 eV
E_LUMO: 1.06 eV
SMILES: CC(C)C.CC
net charge: 0
gap between HOMO and LUMO: 12.324 eV

Geometry as XYZ:
```
22
C6H16 (the ωB97M-V functional and the def2-TZVPD basis)
C -0.41800 -1.67598 -2.14713
C 0.10090 -1.11133 -0.82978
C 0.07618 -2.18912 0.25672
C 1.50260 -0.52892 -0.97786
H -1.45134 -2.01384 -2.03707
H 0.18119 -2.54032 -2.44138
H -0.39865 -0.94811 -2.95825
H -0.57111 -0.30974 -0.50315
H 0.76297 -2.99871 -0.00197
H 0.38210 -1.76368 1.21581
H -0.92610 -2.60874 0.37611
H 1.50238 0.33372 -1.64570
H 1.90203 -0.22698 -0.00833
H 2.18725 -1.27755 -1.39125
C -0.80391 1.75139 1.68917
C -0.40401 3.22468 1.57394
H -1.53018 1.46466 0.92860
H 0.07053 1.10779 1.59191
H -1.25346 1.54666 2.66155
H 0.34049 3.46638 2.33282
H -1.27525 3.86274 1.71987
H 0.02338 3.43501 0.59539
```

Atomic partial charges in e from the Mulliken method, atoms 1 to 8:
1. C -1.518
2. C 1.275
3. C -1.426
4. C -1.420
5. H 0.383
6. H 0.341
7. H 0.379
8. H -0.178

***

## ii
Entry from the Open Molecules 2025 dataset: 2 unconnected molecules or ions with the total composition C6H16 (the ωB97M-V functional and the def2-TZVPD basis).

Results
HOMO energy: -11.1 eV
E_LUMO: 1.09 eV
SMILES: CC(C)C.CC
net charge: 0
gap between HOMO and LUMO: 12.176 eV

Geometry as XYZ:
```
22
C6H16 (the ωB97M-V functional and the def2-TZVPD basis)
C -0.99073 -0.01763 0.95728
C -1.18691 -0.45372 -0.49533
C -2.36704 -1.44888 -0.60048
C -1.39020 0.83839 -1.29862
H -1.70474 0.73620 1.30160
H -0.00659 0.44178 1.03067
H -1.05167 -0.83262 1.68167
H -0.22160 -0.86851 -0.78590
H -2.70398 -1.64357 0.41233
H -3.15387 -0.99843 -1.19469
H -2.08928 -2.41685 -1.01823
H -0.45255 1.40086 -1.21684
H -1.70073 0.65188 -2.32610
H -2.06568 1.56752 -0.84175
C 2.18532 0.35146 0.23510
C 3.45840 0.61103 1.04244
H 1.32406 0.96160 0.44191
H 2.39284 0.34574 -0.83475
H 1.82579 -0.64868 0.42402
H 4.25141 0.83007 0.33418
H 3.41869 1.32969 1.86166
H 3.72545 -0.28420 1.61290
```

Atomic partial charges in e from the Mulliken method, atoms 1 to 8:
1. C -1.574
2. C 0.983
3. C -1.183
4. C -1.502
5. H 0.413
6. H 0.251
7. H 0.332
8. H 0.194

***

Which structure is most stable? i, by 0.0321 hartree over the runner-up.